1.
This record from the OMol25 dataset describes a cluster of 2 separate species, C3H8I2Si in total. The level of theory is the ωB97M-V functional and the def2-TZVPD basis.

Last column: natural (NBO) charge in e.
Element x y z (Å)
C  1.61239  -0.45882  -1.21300  -0.6347
C  -1.37200  0.69802  2.05955  -1.0770
C  0.22102  0.00507  -0.60362  -0.9337
Si  0.34470  0.32970  1.23836  1.0000
I  -3.29565  -2.51437  -4.03819  0.0002
I  2.32356  1.47966  2.03257  -0.2110
H  1.79112  -1.59009  -1.11728  0.2216
H  1.58232  -0.47134  -2.35075  0.2149
H  2.55816  0.17405  -0.90338  0.2241
H  -1.82234  -0.17879  2.39425  0.2420
H  -1.26547  1.22706  3.04484  0.2482
H  -1.97140  1.14131  1.38497  0.2193
H  -0.44008  -0.81588  -0.91431  0.2563
H  -0.26634  0.97444  -1.01402  0.2298

Calculated values
Kohn-Sham gap (spin up / spin down): 9.6 / 3.1 eV
HOMO level (spin up / spin down): -0.3572 / -0.2409 hartree



2.
This record from the OMol25 dataset describes a structure of composition C52H45Br2N6O8P2S2Ta. The level of theory is the ωB97M-V functional and the def2-TZVPD basis.

Last column: Mulliken charge in e.
Element x y z (Å)
Ta  1.22144  -0.04910  0.19002  -0.5994
S  3.46547  0.52714  -0.69051  -0.3642
C  4.36924  1.02216  0.73581  0.6124
C  5.76073  1.01930  0.70632  -1.0082
C  6.48920  1.44564  1.80579  -0.6487
C  5.82977  1.87453  2.94910  -0.6128
C  4.44412  1.87611  2.98721  -0.9185
C  3.70340  1.45299  1.88774  0.6536
S  1.94543  1.50772  1.93558  -0.3132
H  6.26827  0.67790  -0.18750  0.5071
H  7.57095  1.43821  1.76994  0.3887
H  6.39297  2.20271  3.81311  0.3797
H  3.92108  2.20295  3.87729  0.5568
C  -0.18852  4.52092  1.05788  -1.0789
O  -0.52752  3.13926  1.01620  0.5694
C  -1.59294  2.76674  1.75438  0.3177
C  -2.56585  3.67007  2.15980  -0.6938
C  -3.61064  3.25110  2.96614  -0.5697
Br  -4.91605  4.50526  3.52219  -0.2218
C  -3.69842  1.94624  3.37950  -0.7360
C  -2.74069  1.02088  2.95958  1.7814
C  -1.68012  1.41630  2.13570  -1.0346
O  -0.75368  0.51885  1.69837  0.7366
C  -2.86593  -0.37578  3.36096  -0.6571
N  -1.90641  -1.25650  3.24906  -0.2116
C  -2.42621  -2.44960  3.72420  0.0664
C  -1.84194  -3.70663  3.85347  -0.1274
C  -2.61711  -4.73058  4.36025  -0.7646
C  -3.94899  -4.51877  4.74472  -0.4982
C  -4.54019  -3.27420  4.63935  -1.3063
C  -3.75342  -2.25110  4.12594  0.5020
N  -4.00463  -0.91410  3.88767  0.0479
H  -0.84025  5.10907  0.40480  0.2795
H  0.83193  4.59183  0.70162  0.0890
H  -0.25033  4.90074  2.07983  0.5424
H  -2.49799  4.70575  1.86371  0.6444
H  -4.50135  1.65317  4.04165  0.5230
H  -0.91348  -0.35549  2.18217  0.1060
H  -0.81090  -3.86540  3.57367  0.5014
H  -2.18773  -5.71860  4.46213  0.4023
H  -4.52412  -5.34715  5.13641  0.3835
H  -5.56585  -3.10923  4.94255  0.4189
H  -4.87627  -0.43889  4.03528  0.3031
C  -3.56717  -1.12149  -3.17992  -0.3332
O  -3.69676  -1.29985  -1.76242  -0.4721
P  -2.74417  -0.37489  -0.80810  0.9186
O  -3.61493  -0.60410  0.56995  -0.2707
C  -4.86633  0.06850  0.61250  -1.0397
O  -1.50971  -1.35411  -0.45377  0.4390
C  -1.73747  -2.71660  -0.04604  -0.4316
H  -4.53654  -1.34442  -3.62126  0.3005
H  -2.81167  -1.80041  -3.57222  0.1475
H  -3.29315  -0.08962  -3.41964  0.0618
H  -5.24572  -0.00532  1.63026  0.2072
H  -5.57824  -0.39540  -0.07220  0.3365
H  -4.75685  1.12831  0.35516  0.3269
H  -0.96074  -3.32630  -0.50308  0.1360
H  -2.71009  -3.06258  -0.39089  0.6294
H  -1.68267  -2.77594  1.03812  -0.5959
N  0.43645  1.08859  -1.04196  1.8189
P  0.48902  1.91937  -2.39061  1.0172
C  1.33535  0.99304  -3.67317  0.3515
C  0.82875  -0.26716  -3.98908  -0.3251
C  1.47714  -1.04914  -4.93076  -0.7984
C  2.63500  -0.58184  -5.54030  -0.8118
C  3.14265  0.66930  -5.22017  -0.7503
C  2.49167  1.46315  -4.28742  -0.4802
C  1.33084  3.51331  -2.23539  0.7562
C  2.47920  3.62602  -1.45500  -0.0044
C  3.16050  4.83297  -1.39494  -0.5658
C  2.69462  5.93312  -2.10104  -0.6895
C  1.54735  5.82672  -2.87596  -0.7514
C  0.86970  4.61895  -2.94942  -0.8967
C  -1.15899  2.32023  -2.99855  0.4162
C  -1.53671  2.11047  -4.32064  -1.0931
C  -2.80042  2.49728  -4.74739  -0.7625
C  -3.67606  3.10398  -3.85840  -0.6508
C  -3.29587  3.32000  -2.53949  -0.6838
C  -2.04198  2.92427  -2.10592  0.1616
H  -0.06200  -0.64067  -3.49676  0.4562
H  1.07872  -2.02321  -5.18148  0.5375
H  3.14443  -1.20037  -6.26805  0.4001
H  4.04845  1.02630  -5.69215  0.4506
H  2.88716  2.43675  -4.02766  0.3993
H  2.83273  2.77066  -0.89504  -0.1340
H  4.05237  4.90970  -0.78635  0.4921
H  3.22499  6.87527  -2.04785  0.3912
H  1.18015  6.68258  -3.42705  0.4101
H  -0.02239  4.54226  -3.55834  0.4446
H  -0.84990  1.64278  -5.01499  0.4104
H  -3.09775  2.32433  -5.77331  0.4315
H  -4.66005  3.40689  -4.19278  0.3580
H  -3.98409  3.78701  -1.84614  0.4776
H  -1.74038  3.06308  -1.07460  0.2814
N  3.37251  -2.74756  -1.11733  -0.1507
C  2.10460  -2.59892  -1.52201  1.1204
O  1.43297  -1.57122  -1.11353  0.5840
C  1.50657  -3.55998  -2.34969  0.5130
C  2.28496  -4.65171  -2.79796  -0.8195
N  2.98708  -5.49871  -3.14646  -0.6401
C  0.17434  -3.39913  -2.78614  -0.2842
N  -0.90839  -3.26045  -3.16071  -0.6583
H  3.80356  -1.97384  -0.63222  0.1119
H  3.93711  -3.48449  -1.50543  0.2576
Br  0.01306  -7.05012  2.48867  -0.1655
C  1.28252  -5.66979  2.74840  -0.1858
C  2.40578  -5.90722  3.52461  -0.3154
C  3.32963  -4.88814  3.71661  -0.8317
C  3.13161  -3.64502  3.13827  -0.3201
C  1.99067  -3.42173  2.37823  0.4607
C  1.06179  -4.43344  2.17001  -0.9672
C  1.77468  -2.10280  1.74015  0.4537
O  2.73416  -1.36763  1.42424  -0.4220
O  0.58857  -1.71941  1.44142  -0.3573
H  2.55742  -6.87989  3.97166  0.4304
H  4.20829  -5.07315  4.31975  0.4126
H  3.84635  -2.84332  3.26805  0.5491
H  0.18526  -4.24650  1.56406  0.8517

Calculated values
Kohn-Sham gap: 7.3 eV
HOMO level: -0.2729 hartree



3.
This record from the OMol25 dataset describes the molecule C4H4N2S2. The level of theory is the ωB97M-V functional and the def2-TZVPD basis.

Last column: natural (NBO) charge in e.
Element x y z (Å)
S  2.51513  -1.14118  -0.00298  0.0450
C  0.98870  -0.25534  -0.00061  0.1233
C  0.99970  1.13113  -0.00113  -0.3530
C  -0.23955  1.74262  -0.00181  0.1024
N  -1.39091  1.06820  0.00176  -0.4823
C  -1.25927  -0.25603  0.00000  0.2919
S  -2.80118  -1.13371  -0.00389  0.0473
N  -0.13847  -0.95496  -0.00276  -0.5171
H  1.94397  -2.37425  0.00403  0.1576
H  1.92350  1.71517  0.00744  0.2359
H  -0.31131  2.83829  -0.01862  0.2037
H  -2.23031  -2.37996  0.01856  0.1452

Calculated values
Kohn-Sham gap: 9.6 eV
structure (SMILES): Sc1ccnc(S)n1
HOMO level: -0.3331 hartree



Number 1: largest force on an atom 4.596 eV Å⁻¹, DFT total energy -27317.8222 eV. Number 2: largest force on an atom 0.555 eV Å⁻¹, DFT total energy -261867.9759 eV. Number 3: largest force on an atom 0.800 eV Å⁻¹, DFT total energy -28863.5242 eV.